DFT (wB97M-V/def2-TZVPD) results for a structure of composition C9H18BrCl2INb in a non-equilibrium geometry.

Atoms and positions in Å:
H  2.79586  1.21138  1.45863
H  -2.09419  0.97266  2.14051
C  -2.46999  -0.17997  -0.23086
C  1.89264  -1.60824  -0.55926
H  2.67712  0.55534  -0.90310
H  -0.84672  -2.33302  -1.38152
H  -0.51706  -2.00834  1.10885
H  0.31058  0.39989  0.73172
H  1.57338  2.72557  -0.71870
I  -3.46097  -2.90049  1.23597
H  -1.66912  -0.82273  2.80489
C  2.94689  -0.39331  -0.23839
C  0.43237  2.64403  -1.01617
C  0.28912  1.73143  -2.37066
C  -0.02171  0.28037  -2.26000
C  -3.26015  -0.72129  1.12862
Cl  -0.19188  -0.65059  -3.88826
C  -2.52072  -0.08637  2.47806
H  4.01438  -0.24431  1.89083
H  -0.27322  2.34124  -0.13300
H  -3.03444  -0.68812  -1.15042
H  4.02690  -0.73048  -0.55770
C  3.01341  0.05624  1.34545
H  2.04250  -1.88945  -1.70892
H  -3.35781  0.01866  3.30437
H  2.11683  -0.48875  1.90714
H  0.11207  3.75257  -1.32166
Cl  0.51406  2.48501  -4.08969
Nb  -0.29693  -0.92181  -0.34477
H  -4.36114  -0.26563  1.09592
Br  2.20536  -3.22331  0.64139
H  -2.58741  0.98180  -0.39925

Results
net charge = -1
strongest force on any atom = 5.41 eV/A
spin multiplicity = 1
LUMO energy = 1.61 eV